[1]
Computed, not measured: C12H36ClO10S6 as an isolated structure, with the ωB97M-V functional and the def2-TZVPD basis.

Element x y z (Å)
Cl (0.7458, -0.1142, -0.6256)
O (2.1205, -0.1808, -1.0470)
O (0.6829, 0.1566, 0.7888)
O (0.1364, 0.9871, -1.3378)
O (0.0819, -1.3698, -0.9499)
C (0.0929, -2.2185, 2.6819)
S (0.6322, -3.8728, 1.9480)
O (-0.5959, -4.7518, 2.1582)
C (0.4368, -3.2502, 0.1738)
H (-0.0633, -2.2599, 3.7598)
H (-0.8050, -1.9152, 2.1436)
H (0.8315, -1.4573, 2.4306)
H (0.6291, -4.0483, -0.5433)
H (1.1408, -2.4516, -0.0601)
H (-0.5722, -2.8607, 0.0391)
C (-0.4514, 1.4814, 1.7506)
S (0.8537, 0.4708, 2.5894)
O (1.8356, 1.5799, 3.0160)
C (-0.2765, 0.0238, 4.0945)
H (-1.1449, 0.7812, 1.2848)
H (-0.0025, 2.0462, 0.9336)
H (-0.9900, 2.1392, 2.4326)
H (0.2489, -0.5374, 4.8672)
H (-1.1895, -0.4347, 3.7147)
H (-0.5833, 0.9704, 4.5394)
C (1.4639, -0.6390, -3.1284)
S (0.6429, 0.1068, -4.5875)
O (0.3579, -1.0215, -5.5731)
C (-0.9220, 0.5839, -3.7501)
H (2.3379, -1.2250, -3.4128)
H (0.8453, -1.2966, -2.5178)
H (1.7243, 0.2168, -2.5056)
H (-0.5984, 0.8885, -2.7548)
H (-1.5224, -0.2916, -3.5029)
H (-1.3688, 1.4385, -4.2582)
C (-1.9314, -0.5054, 0.5572)
S (-2.8866, -1.1829, -0.9622)
O (-4.3356, -0.7150, -0.9051)
C (-1.9688, -0.0986, -2.1634)
H (-1.8664, 0.5789, 0.4667)
H (-0.9121, -0.8881, 0.6106)
H (-2.4253, -0.7498, 1.4977)
H (-1.7270, 0.9060, -1.8164)
H (-2.6517, -0.1241, -3.0126)
H (-0.9609, -0.4356, -2.4056)
C (-2.6008, 4.4381, -1.2751)
S (-1.5039, 3.4102, -2.3495)
O (-0.3804, 4.3455, -2.8769)
C (-0.7730, 2.5057, -0.8689)
H (-2.1251, 4.9334, -0.4287)
H (-3.3608, 3.7757, -0.8608)
H (-3.1734, 5.1984, -1.8063)
H (-1.5305, 1.9385, -0.3279)
H (-0.5404, 3.1913, -0.0540)
H (0.1254, 1.9942, -1.2144)
C (2.8192, -2.2208, 0.7806)
S (4.0591, -1.3359, 1.8560)
O (5.0087, -0.7421, 0.8332)
C (2.9605, 0.0784, 2.4007)
H (2.0242, -2.5432, 1.4530)
H (3.1744, -3.1136, 0.2661)
H (2.5196, -1.4340, 0.0883)
H (2.0513, -0.3378, 2.8345)
H (2.7365, 0.8454, 1.6593)
H (3.4204, 0.6129, 3.2319)

**Max |F|**: 14.694 eV Å⁻¹
**Kohn-Sham gap**: 0.2918 Eh
**Net charge**: -1
**ΔE to the lowest compared entry with this formula, charge and spin**: 669.16 kcal/mol
**Electronic energy**: -4079.0817 hartree

Quick look at the Löwdin charges, all values in e: atom 1 (Cl): 0.903, atom 2 (O): -0.307, atom 3 (O): -0.594, atom 4 (O): -0.385, atom 5 (O): -0.453, atom 6 (C): -0.258, atom 7 (S): 0.909, atom 8 (O): -0.587, atom 9 (C): -0.236, atom 10 (H): 0.055, atom 11 (H): 0.036, atom 12 (H): -0.033, atom 13 (H): 0.082, atom 14 (H): -0.010, atom 15 (H): 0.050, atom 16 (C): -0.205, atom 17 (S): 0.842, atom 18 (O): -0.467, atom 19 (C): -0.181, atom 20 (H): -0.032, atom 21 (H): 0.046, atom 22 (H): 0.089, atom 23 (H): 0.053, atom 24 (H): 0.042, atom 25 (H): 0.043, atom 26 (C): -0.265, atom 27 (S): 0.910, atom 28 (O): -0.601, atom 29 (C): -0.356, atom 30 (H): 0.084, atom 31 (H): 0.043, atom 32 (H): 0.021, atom 33 (H): -0.013, atom 34 (H): 0.007, atom 35 (H): 0.071, atom 36 (C): -0.240, atom 37 (S): 0.953, atom 38 (O): -0.580, atom 39 (C): -0.366, atom 40 (H): 0.015, atom 41 (H): 0.004, atom 42 (H): 0.086, atom 43 (H): 0.038, atom 44 (H): 0.103, atom 45 (H): 0.036, atom 46 (C): -0.269, atom 47 (S): 0.914, atom 48 (O): -0.567, atom 49 (C): -0.290, atom 50 (H): 0.050, atom 51 (H): 0.044, atom 52 (H): 0.038, atom 53 (H): 0.055, atom 54 (H): 0.070, atom 55 (H): -0.136, atom 56 (C): -0.294, atom 57 (S): 0.897, atom 58 (O): -0.590, atom 59 (C): -0.388, atom 60 (H): -0.073, atom 61 (H): 0.088, atom 62 (H): 0.005, atom 63 (H): -0.073, atom 64 (H): 0.081, atom 65 (H): 0.088

[2]
Computed, not measured: C12H36ClO16 as an isolated structure, with the ωB97M-V functional and the def2-TZVPD basis.

Element x y z (Å)
Cl (-0.7519, 0.4491, -0.0451)
O (-1.4492, -0.7918, 0.1059)
O (-1.6425, 1.5092, -0.1508)
O (0.1242, 0.5103, 1.0147)
O (0.0186, 0.4481, -1.2062)
C (0.3294, 4.1673, -0.6791)
C (0.3141, 2.6760, -1.1771)
O (1.1672, 2.5350, -2.3434)
O (-0.6125, 4.9789, -1.3756)
H (1.3424, 4.5696, -0.6671)
H (0.0576, 4.2109, 0.3755)
H (-0.7631, 2.5361, -1.2668)
H (0.5866, 2.1054, -0.2892)
H (0.7775, 3.1418, -2.9771)
H (-0.6234, 5.8531, -0.9792)
C (2.4998, -0.3269, 0.8124)
C (1.9440, -1.0265, -0.4650)
O (1.7456, -0.1903, -1.5692)
O (2.4653, -1.0794, 1.9863)
H (1.7647, 0.4624, 0.9701)
H (3.5145, -0.0265, 0.5511)
H (0.9387, -1.3306, -0.1734)
H (2.5438, -1.9081, -0.6911)
H (0.8021, -0.0189, -1.5252)
H (3.3359, -1.4707, 2.0887)
C (1.2964, 1.2914, 3.5684)
C (0.0662, 2.0540, 2.9892)
O (-1.1507, 1.3755, 2.8438)
O (1.2379, 1.1609, 4.9801)
H (2.2466, 1.7803, 3.3534)
H (1.3158, 0.2981, 3.1200)
H (0.3550, 2.2518, 1.9570)
H (-0.0683, 2.9968, 3.5195)
H (-1.1045, 0.7448, 2.1215)
H (2.1139, 1.0859, 5.3655)
C (-0.0368, -2.0405, 1.8050)
C (0.4537, -3.3578, 1.2731)
O (0.1290, -4.4177, 2.1564)
O (0.7893, -1.5013, 2.7779)
H (-1.0468, -2.0233, 2.2146)
H (-0.2642, -1.3581, 0.9860)
H (1.5430, -3.3298, 1.2986)
H (0.2642, -3.5854, 0.2241)
H (0.3928, -4.1380, 3.0360)
H (1.5064, -1.0602, 2.3166)
C (-0.7618, -2.7142, -1.6768)
C (-1.6352, -3.2266, -0.6077)
O (-2.6636, -2.3161, -0.1424)
O (0.2253, -1.9231, -1.0418)
H (-1.2685, -2.0798, -2.4040)
H (-0.2117, -3.4806, -2.2229)
H (-1.0992, -3.5606, 0.2807)
H (-2.1882, -3.9967, -1.1456)
H (-2.2724, -1.4814, 0.1256)
H (0.0256, -0.9916, -0.9238)
C (-2.4908, 0.0280, -3.5330)
C (-1.9046, 1.1903, -2.7914)
O (-0.4479, 1.2658, -2.9008)
O (-2.2279, -0.0683, -4.8598)
H (-3.5713, 0.1350, -3.4369)
H (-2.1600, -0.9405, -3.1580)
H (-2.2232, 1.0081, -1.7651)
H (-2.1800, 2.2029, -3.0863)
H (-0.0917, 1.1168, -2.0219)
H (-1.3213, -0.3786, -4.9184)

**Max |F|**: 14.104 eV Å⁻¹
**Kohn-Sham gap**: 0.2956 Eh
**Net charge**: -1
**ΔE to the lowest compared entry with this formula, charge and spin**: 641.92 kcal/mol
**Electronic energy**: -2141.5815 hartree

Quick look at the Löwdin charges, all values in e: atom 1 (Cl): 0.864, atom 2 (O): -0.212, atom 3 (O): -0.190, atom 4 (O): -0.323, atom 5 (O): -0.194, atom 6 (C): -0.204, atom 7 (C): -0.217, atom 8 (O): -0.025, atom 9 (O): -0.064, atom 10 (H): 0.113, atom 11 (H): 0.104, atom 12 (H): 0.092, atom 13 (H): 0.107, atom 14 (H): 0.104, atom 15 (H): 0.076, atom 16 (C): -0.132, atom 17 (C): -0.228, atom 18 (O): 0.023, atom 19 (O): 0.049, atom 20 (H): 0.095, atom 21 (H): 0.131, atom 22 (H): 0.004, atom 23 (H): 0.143, atom 24 (H): -0.271, atom 25 (H): 0.168, atom 26 (C): -0.216, atom 27 (C): -0.216, atom 28 (O): -0.053, atom 29 (O): -0.063, atom 30 (H): 0.122, atom 31 (H): 0.073, atom 32 (H): 0.086, atom 33 (H): 0.123, atom 34 (H): 0.030, atom 35 (H): 0.072, atom 36 (C): -0.244, atom 37 (C): -0.243, atom 38 (O): -0.048, atom 39 (O): -0.056, atom 40 (H): 0.149, atom 41 (H): 0.051, atom 42 (H): 0.124, atom 43 (H): 0.096, atom 44 (H): 0.082, atom 45 (H): -0.274, atom 46 (C): -0.139, atom 47 (C): -0.204, atom 48 (O): -0.059, atom 49 (O): -0.208, atom 50 (H): 0.104, atom 51 (H): 0.139, atom 52 (H): 0.076, atom 53 (H): 0.124, atom 54 (H): -0.188, atom 55 (H): 0.011, atom 56 (C): -0.286, atom 57 (C): -0.166, atom 58 (O): -0.106, atom 59 (O): -0.039, atom 60 (H): 0.128, atom 61 (H): 0.094, atom 62 (H): 0.090, atom 63 (H): 0.138, atom 64 (H): -0.209, atom 65 (H): 0.092

[3]
Computed, not measured: a 7-piece molecular cluster, C12H36ClO6S2 overall, with the ωB97M-V functional and the def2-TZVPD basis.

Element x y z (Å)
Cl (0.0801, 0.5846, 0.0721)
C (4.3823, 0.1150, 2.3117)
C (3.6487, 1.3870, 1.8842)
O (2.3047, 1.4058, 2.2966)
H (5.5097, 0.1365, 1.9841)
H (4.2119, -0.6040, 1.3912)
H (4.0598, -0.4318, 3.2269)
H (3.5151, 1.4951, 0.7600)
H (4.1471, 2.2395, 2.3759)
H (1.5795, 1.3094, 1.8254)
C (2.8664, -2.4388, -3.4442)
C (2.0569, -1.9533, -2.3392)
O (2.0862, -0.6274, -2.2065)
H (2.4113, -2.0013, -4.2980)
H (2.9746, -3.5562, -3.7503)
H (3.7940, -2.0764, -3.6510)
H (2.5791, -2.3263, -1.3586)
H (1.0201, -2.5796, -2.2858)
H (1.3009, -0.2531, -1.7126)
C (-3.2234, 0.1173, 3.6118)
C (-2.5163, 1.0529, 2.6362)
O (-2.9229, 0.5817, 1.3047)
H (-4.2399, 0.4049, 3.8743)
H (-2.6974, 0.2255, 4.6208)
H (-3.1823, -0.9753, 3.4142)
H (-1.3000, 1.2593, 2.5033)
H (-3.0356, 2.1666, 2.5213)
H (-2.1534, 0.3520, 1.0981)
C (-2.4664, -1.3439, -4.0390)
C (-1.5467, -0.4879, -3.2045)
O (-2.1879, 0.1918, -2.0473)
H (-3.1111, -1.9195, -3.3528)
H (-1.9503, -1.9514, -4.8635)
H (-3.0427, -0.7219, -4.5216)
H (-1.0832, 0.2718, -3.9552)
H (-0.6363, -1.1150, -2.8148)
H (-1.5842, 0.1382, -1.4126)
C (-0.9863, -2.6653, 2.3390)
S (0.5769, -1.8910, 2.8994)
O (1.0723, -2.6536, 4.0659)
C (1.5155, -2.5942, 1.5532)
H (-0.7782, -3.6169, 2.5126)
H (-1.4127, -2.3581, 1.4917)
H (-1.6484, -2.4315, 3.1183)
H (1.3114, -3.6121, 1.3847)
H (2.5260, -2.4252, 1.7667)
H (1.3114, -2.1141, 0.5185)
C (-2.1170, 3.8956, 0.1988)
S (-2.2767, 3.2300, -1.4478)
O (-3.2516, 4.2074, -2.1697)
C (-0.6173, 3.6987, -2.0650)
H (-1.9980, 5.0138, 0.1681)
H (-1.2513, 3.3978, 0.6672)
H (-2.8523, 3.5343, 0.9228)
H (0.0690, 2.9825, -1.5638)
H (-0.3653, 4.8534, -1.6183)
H (-0.4759, 3.4766, -3.1976)

**Max |F|**: 11.545 eV Å⁻¹
**Kohn-Sham gap**: 0.3163 Eh
**Net charge**: -1
**ΔE to the lowest compared entry with this formula, charge and spin**: 35.59 kcal/mol
**Electronic energy**: -2186.5834 hartree

Quick look at the Löwdin charges, all values in e: atom 1 (Cl): 0.054, atom 2 (C): -0.109, atom 3 (C): -0.332, atom 4 (O): -0.096, atom 5 (H): 0.091, atom 6 (H): 0.078, atom 7 (H): 0.080, atom 8 (H): 0.132, atom 9 (H): 0.098, atom 10 (H): -0.129, atom 11 (C): -0.124, atom 12 (C): -0.469, atom 13 (O): -0.095, atom 14 (H): 0.058, atom 15 (H): 0.117, atom 16 (H): 0.032, atom 17 (H): 0.112, atom 18 (H): 0.152, atom 19 (H): -0.013, atom 20 (C): -0.108, atom 21 (C): -0.271, atom 22 (O): -0.101, atom 23 (H): 0.061, atom 24 (H): 0.085, atom 25 (H): 0.059, atom 26 (H): 0.138, atom 27 (H): 0.129, atom 28 (H): -0.182, atom 29 (C): -0.106, atom 30 (C): -0.275, atom 31 (O): -0.122, atom 32 (H): 0.086, atom 33 (H): 0.105, atom 34 (H): -0.004, atom 35 (H): 0.128, atom 36 (H): 0.104, atom 37 (H): -0.162, atom 38 (C): -0.207, atom 39 (S): 0.804, atom 40 (O): -0.556, atom 41 (C): -0.278, atom 42 (H): -0.001, atom 43 (H): 0.020, atom 44 (H): 0.013, atom 45 (H): 0.034, atom 46 (H): 0.008, atom 47 (H): 0.053, atom 48 (C): -0.301, atom 49 (S): 0.810, atom 50 (O): -0.616, atom 51 (C): -0.294, atom 52 (H): 0.070, atom 53 (H): 0.035, atom 54 (H): 0.025, atom 55 (H): -0.011, atom 56 (H): 0.118, atom 57 (H): 0.074

- Which of these has the lowest Kohn-Sham gap?
  C12H36ClO10S6

- Kohn-Sham gap of number 2 (C12H36ClO16)?
  0.2956 Eh

- Which of these has the highest Kohn-Sham gap?
  C12H36ClO6S2

- Which of these has the lowest electronic energy?
  C12H36ClO10S6